(1)
Molecular formula: C3H10S
Method: DFT, the ωB97M-V functional and the def2-TZVPD basis

Structure (ORCA input):
```
! RIJCOSX wB97M-V def2-TZVPD def2/J DEFGRID3
* xyz 0 1
C -1.413 -1.064 -0.073
C -1.237 0.031 -1.108
H -2.356 -1.539 0.152
H -0.798 -1.901 -0.439
H -0.995 -0.909 0.898
H -1.858 -0.284 -1.909
H -0.203 -0.067 -1.338
H -1.640 1.012 -0.968
C 1.689 1.126 1.197
S 2.662 0.041 0.089
H 1.941 2.152 0.930
H 1.952 0.875 2.209
H 0.551 0.927 1.086
H 1.705 -0.401 -0.726
*
```

## Properties
strongest force on any atom	2.14	eV/Å
ΔE to the lowest compared entry with this formula, charge and spin	18.37	kcal per mole
SMILES	CC.CS

natural (NBO) population analysis, charges in e, atoms 1 to 5: number 1, C, carries -0.61; number 2, C, carries -0.62; number 3, H, carries 0.21; number 4, H, carries 0.20; number 5, H, carries 0.20


(2)
Molecular formula: C3H10S2
Method: DFT, the ωB97M-V functional and the def2-TZVPD basis

Structure (ORCA input):
```
! RIJCOSX wB97M-V def2-TZVPD def2/J DEFGRID3
* xyz 0 1
C -1.549 -0.113 -1.181
C -1.251 0.798 0.027
C -0.578 0.073 1.188
H -2.124 -0.993 -0.929
H -2.067 0.480 -1.936
H -0.586 -0.437 -1.582
H -0.577 1.560 -0.373
H -2.159 1.281 0.381
H -1.313 -0.298 1.910
H 0.165 0.664 1.681
H -0.104 -0.870 0.884
S 2.624 -0.642 -1.076
S 3.876 0.055 0.415
H 2.717 -1.927 -0.714
H 2.926 0.368 1.304
*
```

## Properties
strongest force on any atom	1.39	eV/Å
ΔE to the lowest compared entry with this formula, charge and spin	5.74	kcal per mole
SMILES	CCC.SS

natural (NBO) population analysis, charges in e, atoms 1 to 5: number 1, C, carries -0.60; number 2, C, carries -0.40; number 3, C, carries -0.61; number 4, H, carries 0.20; number 5, H, carries 0.21


(3)
Molecular formula: C3H10S2
Method: DFT, the ωB97M-V functional and the def2-TZVPD basis

Structure (ORCA input):
```
! RIJCOSX wB97M-V def2-TZVPD def2/J DEFGRID3
* xyz 0 1
C -1.321 -0.671 2.109
C -0.194 -1.527 1.465
C 1.229 -0.737 1.539
H -1.031 -0.357 3.094
H -2.356 -0.961 2.309
H -1.288 0.270 1.514
H -0.374 -1.858 0.477
H -0.160 -2.426 2.130
H 2.008 -1.290 0.964
H 1.160 0.140 0.956
H 1.570 -0.491 2.567
S -0.523 1.470 -0.953
S 0.775 0.077 -1.683
H -1.562 0.611 -0.854
H -0.284 -0.774 -1.655
*
```

## Properties
strongest force on any atom	3.44	eV/Å
ΔE to the lowest compared entry with this formula, charge and spin	28.96	kcal per mole
SMILES	CCC.SS

natural (NBO) population analysis, charges in e, atoms 1 to 5: number 1, C, carries -0.63; number 2, C, carries -0.39; number 3, C, carries -0.61; number 4, H, carries 0.20; number 5, H, carries 0.22


(4)
Molecular formula: C3H10Si3
Method: DFT, the ωB97M-V functional and the def2-TZVPD basis

Structure (ORCA input):
```
! RIJCOSX wB97M-V def2-TZVPD def2/J DEFGRID3
* xyz 0 1
C -0.998 0.255 0.008
C -0.249 -0.835 -0.210
C 0.287 0.395 -0.719
Si -2.584 1.127 0.325
Si 0.348 -2.553 0.232
Si 2.379 1.216 0.029
H 0.216 0.450 -1.890
H -2.181 2.432 0.444
H -3.323 0.559 1.393
H -3.424 1.030 -0.890
H 1.238 -3.003 -0.680
H -0.967 -3.070 0.238
H 1.224 -2.139 1.314
H 2.058 1.924 1.419
H 2.689 2.114 -1.058
H 3.286 0.099 0.045
*
```

## Properties
strongest force on any atom	4.50	eV/Å
ΔE to the lowest compared entry with this formula, charge and spin	64.71	kcal per mole

natural (NBO) population analysis, charges in e, atoms 1 to 5: number 1, C, carries -0.43; number 2, C, carries -0.34; number 3, C, carries -0.46; number 4, Si, carries 0.91; number 5, Si, carries 0.88


(5)
Molecular formula: C3H11B2FInO3
Method: DFT, the ωB97M-V functional and the def2-TZVPD basis

Structure (ORCA input):
```
! RIJCOSX wB97M-V def2-TZVPD def2/J DEFGRID3
* xyz 0 2
In -7.073 -4.242 -13.525
B -4.812 -2.333 -12.379
H -5.655 -1.978 -12.952
H -4.419 -1.653 -11.640
H -5.227 -3.136 -11.791
H -4.087 -2.593 -13.135
B -9.253 -5.421 -15.255
H -10.180 -5.647 -15.759
H -8.945 -4.462 -15.641
H -9.471 -5.365 -14.199
H -8.474 -6.132 -15.481
C -3.799 -4.248 -18.512
C -5.199 -3.872 -18.889
O -5.684 -3.184 -17.849
C -5.001 -3.535 -16.806
O -5.353 -3.288 -15.713
O -3.741 -4.112 -17.141
F -6.080 -4.929 -19.131
H -3.066 -3.620 -19.020
H -3.543 -5.264 -18.812
H -5.164 -3.174 -19.726
*
```

## Properties
strongest force on any atom	5.57	eV/Å
<S²>	0.7706

natural (NBO) population analysis, charges in e, atoms 1 to 5: number 1, In, carries 1.17; number 2, B, carries -0.68; number 3, H, carries -0.05; number 4, H, carries 0.14; number 5, H, carries 0.08


(6)
Molecular formula: C3H11IN2
Method: DFT, the ωB97M-V functional and the def2-TZVPD basis

Structure (ORCA input):
```
! RIJCOSX wB97M-V def2-TZVPD def2/J DEFGRID3
* xyz 2 1
C -2.344 -1.902 0.090
C 0.826 1.718 -0.493
C 0.818 0.439 0.144
N -2.593 -3.181 -0.046
N 1.629 2.714 0.274
I 2.628 -0.734 -0.029
H -2.939 -1.093 0.384
H -1.470 -1.462 -0.211
H 1.208 1.602 -1.587
H -0.176 2.120 -0.411
H 0.672 0.624 1.216
H 2.123 -2.253 -0.209
H -3.588 -3.495 0.255
H -1.958 -3.931 -0.520
H 1.304 2.564 1.280
H 1.225 3.654 -0.081
H 2.636 2.617 -0.059
*
```

## Properties
strongest force on any atom	3.67	eV/Å
ΔE to the lowest compared entry with this formula, charge and spin	90.27	kcal per mole

natural (NBO) population analysis, charges in e, atoms 1 to 5: number 1, C, carries 0.18; number 2, C, carries -0.34; number 3, C, carries -0.72; number 4, N, carries -0.60; number 5, N, carries -0.73


(7)
Molecular formula: C3H11LiN2O5
Method: DFT, the ωB97M-V functional and the def2-TZVPD basis

Structure (ORCA input):
```
! RIJCOSX wB97M-V def2-TZVPD def2/J DEFGRID3
* xyz 0 1
Li 12.277 -23.533 4.473
C 6.386 -24.297 2.592
C 7.875 -23.875 2.782
O 8.756 -24.530 2.192
O 8.141 -22.992 3.599
H 5.683 -23.577 3.011
H 6.200 -25.207 3.162
H 6.036 -24.426 1.568
C 17.013 -25.998 3.650
O 15.979 -25.441 3.339
N 17.425 -26.191 4.890
N 17.875 -26.434 2.829
H 16.939 -25.868 5.714
H 18.329 -26.555 5.155
H 18.734 -26.841 3.173
H 17.801 -26.293 1.832
O 13.806 -20.477 5.614
H 13.576 -19.987 6.403
H 14.550 -20.000 5.244
O 10.894 -25.761 7.209
H 9.952 -25.603 7.154
H 10.968 -26.674 7.487
*
```

## Properties
strongest force on any atom	6.58	eV/Å
ΔE to the lowest compared entry with this formula, charge and spin	10.48	kcal per mole

natural (NBO) population analysis, charges in e, atoms 1 to 5: number 1, Li, carries 0.98; number 2, C, carries -0.73; number 3, C, carries 0.76; number 4, O, carries -0.81; number 5, O, carries -0.80


(8)
Molecular formula: C3H11N2
Method: DFT, the ωB97M-V functional and the def2-TZVPD basis

Structure (ORCA input):
```
! RIJCOSX wB97M-V def2-TZVPD def2/J DEFGRID3
* xyz 1 1
C 0.686 2.764 0.242
C -0.446 2.448 -0.756
H 0.497 2.546 1.293
H 1.623 2.370 -0.144
H 0.802 3.853 0.270
H -1.374 3.001 -0.621
H -0.737 1.400 -0.697
H -0.014 2.701 -1.720
N 0.795 -3.129 -0.192
C -0.366 -2.520 -0.175
N -0.828 -2.069 0.987
H 1.369 -3.088 0.629
H 1.129 -3.734 -0.932
H -1.055 -2.610 -1.006
H -1.683 -1.554 0.991
H -0.399 -2.381 1.832
*
```

## Properties
strongest force on any atom	2.13	eV/Å
ΔE to the lowest compared entry with this formula, charge and spin	15.86	kcal per mole

natural (NBO) population analysis, charges in e, atoms 1 to 5: number 1, C, carries -0.62; number 2, C, carries -0.60; number 3, H, carries 0.20; number 4, H, carries 0.20; number 5, H, carries 0.22


(9)
Molecular formula: C3H11N2
Method: DFT, the ωB97M-V functional and the def2-TZVPD basis

Structure (ORCA input):
```
! RIJCOSX wB97M-V def2-TZVPD def2/J DEFGRID3
* xyz 1 1
C 1.393 -3.633 -2.260
C 0.638 -2.764 -1.262
H 1.081 -4.655 -2.111
H 2.431 -3.376 -2.135
H 1.253 -3.257 -3.309
H 0.993 -3.148 -0.257
H 1.164 -1.828 -1.308
H -0.488 -2.792 -1.422
N -0.562 1.492 0.416
C -0.742 2.662 0.953
N -0.951 2.771 2.340
H -0.219 0.740 1.207
H -0.307 1.451 -0.549
H -0.914 3.597 0.359
H -0.684 3.651 2.707
H -1.459 2.189 2.939
*
```

## Properties
strongest force on any atom	4.82	eV/Å
ΔE to the lowest compared entry with this formula, charge and spin	42.58	kcal per mole

natural (NBO) population analysis, charges in e, atoms 1 to 5: number 1, C, carries -0.60; number 2, C, carries -0.62; number 3, H, carries 0.22; number 4, H, carries 0.21; number 5, H, carries 0.20


(10)
Molecular formula: C3H11N2
Method: DFT, the ωB97M-V functional and the def2-TZVPD basis

Structure (ORCA input):
```
! RIJCOSX wB97M-V def2-TZVPD def2/J DEFGRID3
* xyz 1 1
C 2.586 1.233 0.885
C -0.889 0.204 -0.209
C -1.466 -1.189 -0.197
N -2.835 -1.043 -0.610
N 1.896 0.321 -0.054
H 3.658 1.480 0.736
H 2.064 2.272 1.041
H -0.847 0.782 -1.118
H -1.179 0.829 0.684
H -0.868 -1.932 -0.798
H -1.409 -1.455 0.792
H -2.961 -0.642 -1.490
H -3.422 -1.833 -0.526
H 0.634 0.173 -0.258
H 2.547 0.039 -0.794
H 2.490 0.762 1.915
*
```

## Properties
strongest force on any atom	3.52	eV/Å
ΔE to the lowest compared entry with this formula, charge and spin	155.57	kcal per mole

natural (NBO) population analysis, charges in e, atoms 1 to 5: number 1, C, carries -0.47; number 2, C, carries -0.06; number 3, C, carries -0.30; number 4, N, carries -0.77; number 5, N, carries -0.55


(11)
Molecular formula: C3H11N2O
Method: DFT, the ωB97M-V functional and the def2-TZVPD basis

Structure (ORCA input):
```
! RIJCOSX wB97M-V def2-TZVPD def2/J DEFGRID3
* xyz 1 1
C -1.503 -1.862 -0.952
C -0.810 -0.696 -0.951
N -2.585 -1.964 0.062
H -1.250 -2.799 -1.439
H 0.121 -0.589 -1.507
H -1.186 0.161 -0.344
H -2.202 -1.927 1.015
H -3.176 -1.141 -0.057
H -3.137 -2.764 -0.114
N 1.591 2.857 0.815
C 2.234 1.552 0.820
O 1.919 0.716 -0.345
H 1.834 3.354 -0.045
H 0.578 2.686 0.747
H 3.287 1.671 0.827
H 1.932 0.907 1.698
H 2.350 -0.160 -0.230
*
```

## Properties
strongest force on any atom	2.74	eV/Å
ΔE to the lowest compared entry with this formula, charge and spin	69.59	kcal per mole

natural (NBO) population analysis, charges in e, atoms 1 to 5: number 1, C, carries -0.12; number 2, C, carries -0.29; number 3, N, carries -0.69; number 4, H, carries 0.25; number 5, H, carries 0.27


(12)
Molecular formula: C3H11N2O
Method: DFT, the ωB97M-V functional and the def2-TZVPD basis

Structure (ORCA input):
```
! RIJCOSX wB97M-V def2-TZVPD def2/J DEFGRID3
* xyz 1 1
C 1.571 -0.603 0.494
C 0.246 -0.036 0.074
C -0.789 0.041 1.133
N -0.473 -0.902 -1.031
O 0.617 1.168 -0.523
N -0.460 1.950 -0.919
H 2.141 -0.692 -0.445
H 2.084 0.169 1.010
H 1.611 -1.624 0.990
H -1.695 -0.297 0.772
H -0.472 -0.414 1.994
H -1.019 1.063 1.265
H -0.192 -0.500 -2.022
H -1.482 -0.531 -1.024
H -0.348 -1.973 -0.951
H -0.812 2.552 -0.168
H 0.109 2.534 -1.573
*
```

## Properties
strongest force on any atom	3.10	eV/Å
ΔE to the lowest compared entry with this formula, charge and spin	85.67	kcal per mole
SMILES	CC(C)([NH3+])ON

natural (NBO) population analysis, charges in e, atoms 1 to 5: number 1, C, carries -0.66; number 2, C, carries 0.44; number 3, C, carries -0.66; number 4, N, carries -0.78; number 5, O, carries -0.39


(13)
Molecular formula: C3H11N2O
Method: DFT, the ωB97M-V functional and the def2-TZVPD basis

Structure (ORCA input):
```
! RIJCOSX wB97M-V def2-TZVPD def2/J DEFGRID3
* xyz 1 1
C 0.609 -0.860 0.992
C -0.460 -1.327 -0.980
C -0.995 0.638 0.087
N 1.050 0.513 -0.956
N 0.080 -0.167 -0.157
O 0.362 2.221 1.108
H 1.390 -1.454 0.566
H 1.067 -0.143 1.674
H -0.200 -1.590 1.414
H 0.436 -1.549 -1.499
H -0.745 -2.176 -0.262
H -1.367 -1.123 -1.615
H -1.495 1.328 -0.654
H -1.671 0.386 1.047
H 0.561 1.127 -1.560
H 1.528 1.149 -0.333
H -0.150 3.027 1.127
*
```

## Properties
strongest force on any atom	7.63	eV/Å
ΔE to the lowest compared entry with this formula, charge and spin	171.84	kcal per mole

natural (NBO) population analysis, charges in e, atoms 1 to 5: number 1, C, carries -0.42; number 2, C, carries -0.42; number 3, C, carries 0.09; number 4, N, carries -0.59; number 5, N, carries -0.18


(14)
Molecular formula: C3H11N2O
Method: DFT, the ωB97M-V functional and the def2-TZVPD basis

Structure (ORCA input):
```
! RIJCOSX wB97M-V def2-TZVPD def2/J DEFGRID3
* xyz 1 3
C -0.391 -0.916 -1.337
C 1.657 -0.380 -0.476
C -0.140 1.145 0.115
N -1.405 1.488 0.158
N 0.314 0.166 -0.675
O -0.537 -0.224 2.078
H -0.578 -0.696 -2.361
H 0.028 -1.921 -1.328
H -1.394 -0.901 -1.111
H 1.750 -1.352 0.012
H 2.217 -0.492 -1.320
H 2.291 0.376 -0.012
H 0.528 1.958 0.520
H -2.095 0.751 0.079
H -1.584 2.180 0.843
H 0.368 -0.183 2.337
H -1.029 -0.998 2.478
*
```

## Properties
strongest force on any atom	7.55	eV/Å
ΔE to the lowest compared entry with this formula, charge and spin	1.80	kcal per mole
<S²>	2.0069

natural (NBO) population analysis, charges in e, atoms 1 to 5: number 1, C, carries -0.46; number 2, C, carries -0.46; number 3, C, carries -0.04; number 4, N, carries -0.57; number 5, N, carries -0.02


(15)
Molecular formula: C3H11N2O2
Method: DFT, the ωB97M-V functional and the def2-TZVPD basis

Structure (ORCA input):
```
! RIJCOSX wB97M-V def2-TZVPD def2/J DEFGRID3
* xyz 0 2
N 0.893 -0.694 0.957
C 0.037 0.445 0.343
C -0.317 0.418 -1.118
C -1.354 0.402 0.875
N -2.159 1.541 0.914
O -1.834 -0.669 1.149
H 0.210 -1.272 1.423
H 1.480 -0.304 1.734
H 1.621 -1.141 0.316
H 0.733 1.437 0.497
H -1.368 0.275 -1.472
H 0.128 -0.387 -1.678
H -0.162 1.331 -1.648
H -3.200 1.311 0.990
H -2.015 2.433 0.673
H 3.067 -1.926 -1.157
H 1.904 -1.874 -1.710
O 2.334 -1.326 -1.087
*
```

## Properties
strongest force on any atom	5.41	eV/Å
ΔE to the lowest compared entry with this formula, charge and spin	64.89	kcal per mole
<S²>	0.7524

natural (NBO) population analysis, charges in e, atoms 1 to 5: number 1, N, carries -0.77; number 2, C, carries -0.18; number 3, C, carries -0.64; number 4, C, carries 0.48; number 5, N, carries -0.87


no.,energy (eV)
1,-14107.5400
2,-24943.4475
3,-24942.4405
4,-26899.7748
5,-18666.6265
6,-14348.4971
7,-16711.0115
8,-6262.8937
9,-6261.7353
10,-6256.8353
11,-8308.7744
12,-8308.0773
13,-8304.3406
14,-8305.0375
15,-10359.4459